This record from the OMol25 dataset describes 9 unconnected molecules or ions with the total composition C14H31BCl16O3 at a distorted geometry. The level of theory is wB97M-V/def2-TZVPD.

Its SMILES is C[C@@H](O)COBCCCO.ClCCl.ClCCl.ClCCl.ClCCl.ClCCl.ClCCl.ClCCl.ClCCl. For the total energy, the calculation gives -8165.5308 a.u. The calculation puts the molar mass at 825.46 g/mol.

Structure (XYZ):
```
65
Properties=species:S:1:pos:R:3:forces:R:3
C 0.343 2.345 0.057 0.03 0.92 0.59
C 0.925 1.435 -1.179 -1.29 -0.50 -0.25
O 1.903 2.161 -2.027 -0.69 -2.21 -0.29
C 1.482 -0.054 -0.724 -1.01 -0.65 -1.93
O 2.917 -0.093 -0.401 -1.42 1.25 3.39
B 3.095 0.208 1.033 0.61 -0.33 -1.67
C 4.473 0.662 1.790 0.50 0.04 0.89
C 5.281 1.919 1.146 0.77 0.09 -0.01
C 4.558 2.698 -0.093 1.73 1.25 -0.21
O 3.391 3.548 0.318 1.18 -1.34 0.81
H -0.844 2.409 0.043 2.52 -0.36 -0.21
H 0.727 3.473 0.010 -0.64 -2.63 -0.08
H 0.613 1.915 1.134 -0.30 0.94 -2.56
H -0.007 1.218 -1.893 1.83 0.24 1.61
H 2.102 1.532 -2.806 -0.48 1.43 1.86
H 1.343 -0.748 -1.685 0.45 1.43 1.97
H 0.781 -0.524 0.099 1.80 1.12 -1.66
H 2.124 0.069 1.722 0.17 0.04 -0.26
H 5.209 -0.268 1.919 -1.54 1.92 -0.36
H 4.180 0.970 2.905 0.49 -0.82 -2.37
H 6.353 1.520 0.810 -2.37 1.07 0.43
H 5.503 2.711 2.009 -0.50 -1.57 -1.91
H 4.310 2.020 -1.032 -0.06 1.35 2.41
H 5.358 3.488 -0.499 -1.44 -1.74 0.84
H 3.488 3.829 1.275 0.21 -0.67 -1.72
Cl 2.453 6.799 -1.882 0.00 -0.06 0.05
C 2.914 5.464 -2.945 -0.06 -0.46 0.29
Cl 3.189 6.031 -4.597 0.05 -0.03 -0.17
H 3.833 5.010 -2.567 -0.24 0.22 -0.10
H 2.112 4.722 -2.952 0.20 0.24 0.01
Cl -0.552 -0.284 1.930 -0.40 -0.19 0.34
C -0.652 -0.161 3.691 -0.37 -0.03 0.28
Cl 0.958 -0.069 4.415 -0.07 -0.03 0.11
H -1.213 0.739 3.954 0.22 -0.17 -0.16
H -1.167 -1.043 4.080 0.26 0.33 -0.25
Cl -3.961 -0.630 2.375 -0.08 0.07 0.02
C -3.770 -1.256 0.733 0.24 0.24 -0.43
Cl -4.334 -2.928 0.620 -0.08 0.03 -0.01
H -4.351 -0.637 0.046 0.01 -0.21 0.28
H -2.713 -1.219 0.459 -0.25 -0.13 0.22
Cl -1.978 -2.447 5.860 -0.19 -0.14 0.09
C -0.827 -3.762 5.590 0.14 -0.29 -0.25
Cl 0.223 -3.986 6.995 0.00 -0.05 -0.12
H -1.380 -4.687 5.408 0.08 0.29 0.16
H -0.211 -3.523 4.720 -0.11 0.05 0.28
Cl -0.166 5.939 -8.977 0.05 0.09 0.01
C 0.666 5.434 -7.501 0.24 0.25 0.21
Cl 0.257 3.767 -7.078 0.07 0.00 0.10
H 1.745 5.507 -7.658 -0.32 -0.11 -0.03
H 0.367 6.093 -6.681 -0.01 -0.23 -0.24
Cl -1.083 -3.188 -1.076 -0.04 0.12 0.00
C -2.038 -4.587 -1.581 -0.38 -0.16 -0.17
Cl -1.135 -6.089 -1.353 0.32 0.24 -0.23
H -2.952 -4.628 -0.983 0.35 0.02 -0.06
H -2.293 -4.482 -2.638 0.21 -0.02 0.27
Cl -9.080 0.251 1.411 0.06 0.00 0.08
C -7.325 0.382 1.246 0.15 -0.04 0.40
Cl -6.853 0.504 -0.454 0.13 0.02 -0.04
H -6.984 1.276 1.774 -0.15 -0.19 -0.23
H -6.859 -0.505 1.682 -0.18 0.19 -0.20
Cl -3.594 -7.730 -0.198 -0.33 -0.19 0.27
C -2.767 -9.267 0.084 0.27 -0.02 0.18
Cl -3.580 -10.591 -0.760 0.10 -0.04 0.05
H -1.740 -9.190 -0.280 -0.31 0.02 -0.03
H -2.764 -9.477 1.156 -0.13 0.07 -0.31
```
Forces are in eV/Å.

***

This record from the OMol25 dataset describes 23 unconnected molecules or ions with the total composition C27H36B2Cl66IO2P at a distorted geometry. The level of theory is wB97M-V/def2-TZVPD.

For the total energy, the calculation gives -32262.3073 a.u. The calculation puts the molar mass at 2911.98 g/mol.

Structure (XYZ):
```
135
Properties=species:S:1:pos:R:3:forces:R:3
C 1.631 1.500 -2.858 -0.11 0.82 0.05
C 1.509 1.938 -1.396 -0.63 -0.08 0.00
P 1.396 0.510 -0.221 1.62 -0.57 -0.04
C 0.661 -0.965 -1.062 -0.99 0.24 0.31
C -0.858 -1.003 -1.303 0.13 -0.64 -0.44
B 0.435 0.986 1.381 -0.37 0.01 0.12
I -1.543 1.880 1.419 0.26 -0.09 -0.03
C 1.104 0.749 2.773 -0.09 0.44 -0.55
B 0.625 -0.615 3.456 -0.01 0.15 -0.10
O 1.341 -1.764 3.251 -0.27 0.13 0.00
O -0.505 -0.664 4.220 0.30 -0.04 -0.17
H 1.552 2.404 -3.470 -0.01 -0.08 -0.09
H 2.610 1.078 -3.076 -0.23 -0.10 0.17
H 0.830 0.830 -3.168 0.11 -0.11 -0.01
H 0.679 2.636 -1.250 -0.06 -0.04 -0.14
H 2.423 2.470 -1.135 -0.05 0.05 0.15
H 0.923 -1.816 -0.429 0.13 0.10 0.09
H 1.195 -1.120 -2.000 0.14 0.12 0.06
H -1.132 -0.661 -2.302 0.02 0.37 0.12
H -1.438 -0.481 -0.546 0.03 0.18 -0.08
H -1.179 -2.046 -1.266 -0.08 0.03 -0.04
H 2.187 0.724 2.626 0.01 -0.06 0.06
H 0.855 1.624 3.383 -0.05 -0.20 0.26
H 2.007 -1.616 2.573 0.16 -0.13 0.12
H -0.951 0.191 4.188 -0.16 -0.07 0.18
C -5.851 0.644 1.993 0.04 -0.06 -0.07
Cl -5.088 2.187 1.616 -0.26 -0.09 0.07
Cl -7.147 0.289 0.844 -0.03 0.03 0.06
Cl -4.662 -0.652 2.008 0.04 -0.06 0.00
H -6.282 0.720 2.987 -0.04 -0.07 -0.49
C -2.333 -4.021 1.868 0.00 -0.01 0.06
Cl -1.549 -2.494 1.473 -0.05 -0.05 0.11
Cl -3.648 -4.347 0.736 0.12 0.14 -0.32
Cl -1.180 -5.353 1.890 -0.16 0.21 0.03
H -2.759 -3.927 2.860 -0.01 0.01 -0.01
C -6.135 5.546 -0.741 -0.06 0.01 0.08
Cl -7.354 4.279 -0.829 0.04 0.00 -0.01
Cl -6.777 6.983 0.057 -0.07 -0.09 -0.06
Cl -4.691 4.970 0.098 0.09 0.13 -0.08
H -5.848 5.816 -1.749 0.00 0.01 0.00
C 3.686 -0.821 -5.564 0.03 0.04 0.01
Cl 5.324 -1.308 -6.011 -0.07 -0.01 0.06
Cl 3.353 -1.185 -3.871 0.18 -0.36 -0.15
Cl 3.441 0.894 -5.886 0.03 0.04 -0.08
H 2.994 -1.379 -6.181 -0.02 -0.03 0.04
C 0.455 -8.851 1.020 -0.25 0.12 0.01
Cl -0.547 -10.216 1.505 0.03 0.00 0.00
Cl -0.305 -7.964 -0.303 0.04 -0.02 -0.08
Cl 0.764 -7.776 2.390 0.09 -0.19 -0.03
H 1.400 -9.234 0.665 0.03 -0.01 0.02
C 5.945 2.544 0.300 -0.04 0.03 0.06
Cl 7.138 1.248 0.222 0.00 0.02 0.00
Cl 5.884 3.431 -1.229 0.01 -0.03 0.47
Cl 4.351 1.905 0.708 0.20 -0.05 -0.03
H 6.249 3.235 1.075 0.02 0.01 0.00
C -10.151 0.257 4.393 0.00 0.00 -0.02
Cl -10.528 -1.212 5.298 -0.05 -0.01 -0.09
Cl -11.121 1.613 4.964 0.02 -0.02 -0.02
Cl -8.429 0.630 4.502 -0.23 0.01 0.07
H -10.391 0.082 3.352 0.00 -0.01 0.00
C -4.086 1.446 6.176 0.18 0.06 -0.13
Cl -3.363 3.000 5.756 -0.05 -0.02 -0.12
Cl -5.398 1.055 5.057 0.24 0.09 0.51
Cl -2.881 0.166 6.166 -0.02 -0.01 0.03
H -4.511 1.510 7.172 0.19 0.01 -0.28
C -3.236 -8.170 -3.258 0.03 0.00 -0.01
Cl -2.346 -6.683 -3.591 0.00 0.00 0.04
Cl -4.629 -8.323 -4.329 0.01 0.00 0.02
Cl -2.180 -9.575 -3.391 -0.01 0.00 0.00
H -3.599 -8.120 -2.239 0.00 0.00 0.00
C 5.219 4.411 -5.620 -0.14 -0.13 0.04
Cl 3.480 4.352 -5.912 0.03 0.02 0.00
Cl 5.638 3.607 -4.109 -0.09 0.08 -0.42
Cl 6.110 3.682 -6.963 0.03 0.02 -0.08
H 5.523 5.448 -5.551 -0.15 -0.17 -0.02
C -7.027 -0.596 8.924 0.02 -0.13 -0.13
Cl -6.320 0.981 8.541 -0.29 0.04 0.31
Cl -8.337 -0.965 7.808 0.07 0.02 0.10
Cl -5.791 -1.851 8.889 0.00 0.03 0.01
H -7.432 -0.545 9.926 0.01 0.03 0.01
C -1.449 6.099 1.441 0.14 0.05 0.01
Cl 0.183 5.520 1.105 0.07 -0.14 0.14
Cl -1.965 5.640 3.065 -0.02 0.00 -0.04
Cl -1.527 7.847 1.218 -0.12 -0.14 0.04
H -2.124 5.637 0.733 0.04 0.01 0.00
C -6.772 -5.936 3.240 -0.04 0.11 0.04
Cl -7.275 -7.358 4.150 0.04 0.01 -0.03
Cl -7.630 -4.500 3.802 0.00 0.01 -0.03
Cl -5.024 -5.680 3.327 -0.22 -0.19 0.22
H -7.030 -6.097 2.202 0.01 0.02 -0.01
C -4.149 11.113 1.069 -0.02 -0.07 0.12
Cl -4.967 9.574 0.807 0.07 0.08 -0.04
Cl -4.525 11.752 2.670 -0.01 0.04 -0.03
Cl -2.406 10.942 0.862 0.02 0.17 -0.06
H -4.505 11.818 0.330 0.00 0.01 0.00
C -3.870 -8.764 7.042 0.01 -0.05 -0.08
Cl -2.686 -10.073 6.972 0.00 0.02 0.02
Cl -4.015 -7.957 5.484 0.08 -0.05 0.13
Cl -5.439 -9.369 7.581 0.01 0.02 0.01
H -3.524 -8.039 7.767 0.00 -0.01 0.01
C 7.148 0.358 -8.476 0.04 0.07 0.09
Cl 8.167 1.676 -9.060 -0.06 -0.01 0.00
Cl 6.102 -0.242 -9.766 -0.03 0.00 0.03
Cl 8.132 -0.930 -7.790 0.06 -0.09 -0.12
H 6.517 0.744 -7.684 -0.04 0.02 -0.04
C 9.015 5.847 -6.275 0.09 -0.11 -0.05
Cl 9.888 6.944 -7.342 -0.04 -0.02 0.01
Cl 10.069 5.222 -5.011 -0.01 0.03 0.11
Cl 7.607 6.641 -5.561 0.21 0.28 0.01
H 8.658 5.011 -6.863 0.00 -0.01 0.01
C -1.059 2.670 9.488 0.04 -0.08 -0.03
Cl -2.770 2.470 9.095 0.00 0.02 0.24
Cl -0.771 2.358 11.199 -0.01 0.02 -0.02
Cl -0.062 1.625 8.479 -0.01 0.02 -0.01
H -0.789 3.697 9.282 -0.01 0.00 0.00
C 3.433 -10.861 3.711 -0.02 -0.06 0.01
Cl 4.593 -12.188 3.747 0.00 0.03 0.00
Cl 3.424 -10.089 2.119 0.16 -0.10 0.05
Cl 1.825 -11.418 4.157 0.01 0.03 -0.01
H 3.746 -10.120 4.433 0.01 0.01 -0.01
C 4.707 -2.833 -12.702 -0.02 -0.03 -0.05
Cl 5.783 -4.179 -13.075 0.00 0.02 0.02
Cl 4.526 -1.768 -14.096 0.01 0.01 0.03
Cl 3.136 -3.419 -12.152 0.01 0.02 0.02
H 5.151 -2.261 -11.898 0.02 -0.01 0.01
C 11.396 1.701 -5.947 -0.09 -0.01 0.00
Cl 12.425 0.325 -6.344 -0.01 0.02 0.01
Cl 11.208 2.767 -7.339 0.07 0.01 -0.09
Cl 9.823 1.164 -5.355 0.01 0.05 0.04
H 11.875 2.264 -5.157 0.01 0.01 -0.01
C 1.704 7.373 -2.392 -0.04 0.01 -0.01
Cl 2.877 6.060 -2.398 0.09 -0.11 0.03
Cl 1.792 8.297 -3.894 0.00 0.01 0.02
Cl 0.076 6.757 -2.125 -0.05 0.05 -0.16
H 1.948 8.037 -1.574 -0.01 0.01 0.00
```
Forces are in eV/Å.

***

This record from the OMol25 dataset describes 2 unconnected molecules or ions with the total composition C10H16 at a distorted geometry. The level of theory is wB97M-V/def2-TZVPD.

Its SMILES is Cc1ccccc1.CCC. For the total energy, the calculation gives -390.5958 a.u. The calculation puts the molar mass at 136.24 g/mol.

Structure (XYZ):
```
26
Properties=species:S:1:pos:R:3:forces:R:3
C -3.073 -0.056 -1.653 0.29 -1.16 0.05
C -1.882 0.696 -1.132 0.52 0.41 -0.38
C -0.629 0.556 -1.780 -1.83 -2.14 -0.21
C 0.489 1.187 -1.320 -0.33 0.73 1.61
C 0.354 2.060 -0.219 -0.18 -0.02 -0.57
C -0.899 2.282 0.360 -0.13 1.82 1.29
C -2.013 1.587 -0.059 -0.51 -0.42 -1.08
H -3.480 -0.715 -0.853 0.01 0.51 -0.54
H -2.792 -0.718 -2.499 -0.11 0.39 0.51
H -3.836 0.614 -2.027 -0.33 0.15 0.11
H -0.628 -0.278 -2.541 0.43 1.30 0.58
H 1.458 0.950 -1.687 0.59 0.06 -0.46
H 1.236 2.592 0.107 -0.06 0.09 0.22
H -1.119 3.116 1.132 0.96 -1.56 -1.16
H -3.024 1.794 0.330 0.70 -0.17 0.04
C 2.845 -0.743 1.310 -0.57 0.19 -1.27
C 1.843 -1.707 0.553 -0.13 1.39 -0.08
C 0.694 -1.916 1.573 0.55 -0.85 2.60
H 2.566 0.317 1.279 -0.65 -0.28 0.22
H 3.853 -0.677 0.966 0.80 -0.53 -0.92
H 2.968 -1.060 2.319 -0.29 -0.20 0.95
H 1.428 -1.254 -0.408 0.69 -0.36 1.26
H 2.385 -2.637 0.238 -0.74 0.58 0.59
H 1.139 -2.455 2.476 -0.35 -0.09 -1.24
H 0.331 -1.066 2.212 0.44 0.24 -1.52
H -0.212 -2.468 1.324 0.25 -0.09 -0.60
```
Forces are in eV/Å.

***

Question: Number 1 is which compound?
Answer: C14H31BCl16O3